[1]
17
Properties=species:S:1:pos:R:3:forces:R:3:mulliken_charge:R:1 method="wB97M-V/def2-TZVPD" charge=+1 orbital_gap_ha=0.3937 molar_mass_g_mol=108.12 multiplicity=1 e_above_lowest_kcal_mol=121.63 energy_ev=-10895.1893
C 0.21336 0.47146 2.33755 -3.261 -0.670 -0.122 -1.172
C 0.26018 0.37907 0.76964 3.101 -0.270 1.589 -0.157
C -0.83697 0.85809 -0.05082 -0.690 -1.325 -3.523 0.716
N -0.51929 0.91014 -1.36441 1.015 0.722 -0.726 -0.340
O -2.09105 0.92386 0.34035 -0.781 3.444 -1.812 -0.436
O 1.37054 -1.64011 -2.15220 -1.763 1.566 0.289 -0.340
O 0.59950 -2.19559 -1.05454 1.918 1.588 0.061 -0.361
H -0.19167 -0.47591 2.78561 1.107 0.542 -0.461 0.325
H -0.60993 1.12594 2.67805 0.272 0.229 -0.510 0.328
H 1.05855 0.86815 2.85484 0.934 -0.247 -0.185 0.351
H 0.46394 -0.73925 0.44433 -0.215 2.377 0.375 0.199
H 1.14777 1.08159 0.44251 -1.392 -1.739 0.371 0.306
H 0.46057 0.78026 -1.73127 -1.062 -0.073 1.555 0.223
H -1.03578 1.13852 -2.23169 -0.805 -0.110 1.505 0.229
H 2.11302 -2.19236 -2.33920 0.984 -1.182 0.428 0.338
H 0.24753 -2.94352 -1.47391 -1.198 -1.945 -0.824 0.343
H -2.65025 1.64966 -0.25483 1.836 -2.907 1.990 0.448

---

[2]
67
Properties=species:S:1:pos:R:3:forces:R:3:mulliken_charge:R:1 method="wB97M-V/def2-TZVPD" charge=+4 orbital_gap_ha="0.1743 / 0.1743" molar_mass_g_mol=875.89 multiplicity=1 e_above_lowest_kcal_mol=0.00 energy_ev=-189232.6605
Hf -0.16460 -1.76424 0.07765 0.036 0.526 -0.222 1.227
N -4.38794 -1.08995 1.18299 -0.060 -0.137 0.050 0.109
C -3.16026 -0.61501 1.29482 0.028 0.119 -0.162 -0.278
N -2.34045 -1.41296 0.60170 0.089 -0.332 -0.024 -0.050
C -3.18515 -2.37299 0.09333 -0.044 -0.293 -0.062 0.230
N -4.42741 -2.21762 0.44120 0.004 0.344 -0.028 -0.550
C -2.65694 -3.48292 -0.70502 -0.154 0.007 0.171 0.453
C -3.44927 -4.52749 -1.15600 -0.003 -0.101 -0.159 -0.459
N -2.92150 -5.55594 -1.81121 0.021 0.077 0.049 -0.408
C -1.60957 -5.55599 -2.01423 -0.060 -0.045 -0.024 -0.488
C -0.80028 -4.51786 -1.57045 0.016 0.023 0.021 -0.269
N -1.32437 -3.47509 -0.91083 -0.134 -0.033 -0.040 -0.009
H -5.24613 -0.71375 1.57489 -0.009 -0.023 0.023 0.230
H -2.89462 0.27885 1.83849 0.003 -0.018 0.012 0.537
H -4.51911 -4.52549 -0.97944 -0.002 -0.019 -0.019 0.515
H -1.18168 -6.40104 -2.54050 -0.017 -0.008 0.001 0.410
H 0.26833 -4.52926 -1.73573 0.002 -0.015 -0.003 0.481
Br 0.31488 -5.70353 5.70955 0.016 -0.094 0.135 0.054
C 0.14923 -4.66795 4.20430 0.018 0.022 -0.006 -0.171
C -1.03316 -4.66078 3.46393 -0.034 0.030 -0.067 -0.861
C -1.10430 -3.86431 2.35098 0.010 0.007 -0.009 -0.058
N -0.08485 -3.08380 1.91604 0.077 0.191 -0.030 0.116
C 1.06780 -3.10137 2.64197 0.021 0.060 0.015 1.034
C 1.21012 -3.86511 3.77494 -0.014 -0.041 -0.031 -0.911
C 2.14796 -2.23019 2.12573 -0.016 0.011 -0.003 0.787
C 3.36319 -2.08327 2.74899 0.020 -0.023 -0.021 -0.794
C 4.32653 -1.23859 2.18880 -0.028 -0.007 0.006 -0.271
Br 5.96088 -1.03304 2.99830 0.144 0.017 0.070 0.045
C 4.01993 -0.55321 1.01112 -0.041 0.010 -0.045 -0.692
C 2.78355 -0.73641 0.45197 -0.034 -0.040 0.014 -0.263
N 1.84432 -1.56297 0.97982 0.095 0.028 0.080 0.216
H -1.88145 -5.26472 3.75529 0.009 0.000 0.008 0.518
H -2.01811 -3.84557 1.77625 -0.005 -0.002 0.000 0.402
H 2.13015 -3.86367 4.33947 -0.001 -0.010 0.000 0.484
H 3.59307 -2.60822 3.66373 0.007 0.000 -0.001 0.506
H 4.73469 0.11408 0.54997 0.001 -0.003 0.010 0.500
H 2.50636 -0.20388 -0.44790 -0.005 0.006 -0.009 0.394
N -0.45699 5.25933 -1.99681 0.020 0.049 0.033 0.024
C -0.23342 6.56270 -1.70943 -0.053 -0.045 -0.136 0.889
C -0.40762 7.73385 -2.45554 0.005 -0.071 0.030 -1.070
C -0.06370 8.89216 -1.81499 0.034 0.095 0.070 -0.360
C 0.44303 8.93133 -0.46995 -0.036 0.066 -0.109 -0.561
C 0.61338 7.80275 0.25934 0.003 -0.062 0.028 -0.807
C 0.26747 6.57361 -0.36732 0.047 -0.026 0.147 0.795
N 0.33112 5.33425 0.11375 -0.018 0.063 -0.085 -0.475
C -0.10758 4.52624 -0.87176 -0.002 -0.002 0.017 -0.264
C -0.16986 3.14473 -0.70393 0.019 -0.020 0.022 1.124
C 0.22932 2.58360 0.55377 -0.083 0.060 -0.058 -0.744
C 0.19459 1.25013 0.74785 0.073 -0.077 -0.042 -0.730
N -0.19489 0.34509 -0.22711 0.115 -0.198 0.069 0.695
C -0.61183 0.88437 -1.42651 0.035 -0.040 0.098 -0.332
C -0.60743 2.21090 -1.69533 -0.029 0.071 0.041 -1.089
H -0.82301 4.91746 -2.87015 -0.003 -0.008 0.000 0.205
H -0.78719 7.73294 -3.46765 0.003 -0.012 0.008 0.426
H -0.17686 9.83063 -2.34268 0.008 0.005 0.021 0.426
H 0.68924 9.89336 -0.04241 -0.010 0.011 -0.029 0.430
H 0.99217 7.81729 1.27135 -0.004 -0.021 -0.002 0.469
H 0.55440 3.24688 1.34260 -0.009 0.010 0.000 0.607
H 0.49920 0.83128 1.70109 0.008 -0.015 0.003 0.637
H -0.95146 0.18308 -2.18219 -0.003 -0.017 -0.008 0.540
H -0.94443 2.53582 -2.66993 -0.003 0.015 0.011 0.385
C 2.18828 -2.11292 -4.19185 -0.098 0.007 0.173 -1.232
C 1.48541 -2.01581 -2.92390 0.157 -0.004 -0.273 0.612
N 0.92704 -1.94340 -1.92032 -0.111 -0.067 0.240 -0.388
H 2.84360 -2.98616 -4.17470 0.000 -0.010 0.011 0.352
H 2.78593 -1.21364 -4.34973 -0.005 0.015 0.020 0.365
H 1.46227 -2.21658 -5.00048 -0.015 -0.003 0.002 0.359